Here is the molecule C29H42N2O4 from OMol25. Energies are from the ωB97M-V functional and the def2-TZVPD basis.

Each line ends with the Löwdin charge.
Positions of all 77 atoms, in Å:
C 3.30 -5.20 1.58  -0.1179
O 1.94 -4.78 1.36  -0.2242
C 1.53 -5.01 -0.01  -0.2247
C 0.15 -4.30 -0.26  -0.1326
C 0.25 -3.01 -1.20  -0.1345
C 0.18 -1.69 -0.35  -0.0615
C -1.12 -1.11 0.14  -0.0577
C -2.44 -1.85 -0.23  -0.1191
C -3.53 -0.98 -0.97  -0.1710
C -3.01 -0.18 -2.24  -0.3682
C -2.48 1.27 -1.93  -0.0994
C -4.28 0.02 -3.21  -0.0966
C -1.04 0.13 0.98  -0.0645
C -2.34 0.81 1.55  -0.0976
C -3.10 -0.08 2.63  -0.3751
C -4.66 -0.20 2.32  -0.0561
O -2.50 -1.35 2.88  -0.0612
C 0.29 0.74 1.30  -0.0678
C 0.44 2.02 2.22  -0.1352
C 0.56 3.35 1.37  -0.1661
C -0.35 3.41 0.08  -0.1593
C 0.41 3.11 -1.27  -0.1548
N 1.68 3.84 -1.42  -0.1426
C 2.08 5.10 -0.98  -0.1153
C 3.47 5.37 -1.34  -0.0802
C 3.95 4.15 -2.09  -0.0768
C 2.78 3.29 -2.09  -0.1116
C 1.54 0.17 0.79  0.0009
C 1.45 -1.05 -0.04  0.0095
C 2.92 -1.43 -0.39  -0.3212
O 3.39 -2.31 -1.06  0.0953
N 3.71 -0.40 0.23  -0.0204
C 5.03 -0.79 0.75  -0.0416
C 3.02 0.62 0.97  -0.3408
O 3.52 1.52 1.58  0.1172
H 3.83 -5.52 0.64  0.0918
H 3.30 -6.02 2.36  0.0916
H 3.85 -4.32 2.03  0.0877
H 1.34 -6.13 -0.08  0.1249
H 2.34 -4.75 -0.74  0.1105
H -0.25 -3.97 0.73  0.1212
H -0.51 -5.04 -0.80  0.1105
H -0.53 -3.05 -2.00  0.1017
H 1.25 -3.08 -1.71  0.1017
H -2.93 -2.25 0.71  0.1136
H -2.26 -2.76 -0.87  0.1071
H -4.30 -1.71 -1.36  0.1115
H -4.11 -0.29 -0.29  0.0893
H -2.25 -0.72 -2.85  0.1338
H -3.25 1.84 -1.34  0.0889
H -2.37 1.84 -2.90  0.0897
H -1.48 1.28 -1.42  0.0425
H -4.82 0.97 -2.93  0.0805
H -3.96 0.06 -4.29  0.0800
H -5.02 -0.81 -3.13  0.0661
H -3.00 1.09 0.67  0.0813
H -2.10 1.79 2.05  0.1062
H -3.06 0.49 3.62  0.1389
H -5.25 -0.22 3.28  0.0801
H -4.87 -1.12 1.69  0.0789
H -5.03 0.71 1.75  0.0831
H -2.12 -1.37 3.78  0.1066
H 1.43 1.88 2.74  0.1077
H -0.33 2.06 3.04  0.1049
H 0.24 4.20 2.04  0.1129
H 1.65 3.54 1.14  0.1061
H -1.25 2.77 0.17  0.0782
H -0.71 4.48 -0.01  0.1131
H 0.67 2.01 -1.35  0.1145
H -0.23 3.32 -2.18  0.1264
H 1.45 5.82 -0.40  0.1139
H 4.09 6.27 -1.11  0.0820
H 4.93 3.91 -2.53  0.0835
H 2.63 2.27 -2.53  0.1125
H 5.46 -1.69 0.23  0.0937
H 5.80 0.03 0.65  0.0994
H 4.98 -1.04 1.85  0.1040

Values from the calculation:
Energy = -41921.0896 eV
Gap between HOMO and LUMO = 7.41 eV
SMILES = COCCCc1c(CCC(C)C)c(C[C@@H](C)O)c(CCCCn2cccc2)c2c1C(=O)N(C)C2=O